{"formula": "C36H37AlF6NOS", "method": "wB97M-V/def2-TZVPD", "species": ["C", "C", "F", "Al", "C", "C", "C", "S", "C", "C", "O", "F", "C", "C", "C", "C", "C", "N", "H", "H", "H", "H", "H", "H", "H", "H", "H", "H", "H", "H", "H", "H", "H", "H", "H", "F", "C", "C", "C", "C", "C", "C", "H", "H", "H", "H", "H", "F", "C", "C", "C", "C", "C", "C", "H", "H", "H", "H", "H", "F", "C", "C", "C", "C", "C", "C", "H", "H", "H", "H", "H", "F", "C", "C", "C", "C", "C", "C", "H", "H", "H", "H", "H"], "xyz": [[0.17692, 4.75245, 1.20306], [-0.03669, 3.24930, 1.35188], [-0.81771, 2.79065, 0.24306], [1.62991, 2.14438, 1.71700], [1.39425, 0.14299, 1.47979], [0.51209, -0.27273, 0.28539], [0.87316, 0.43463, -1.02031], [-0.52102, 0.30540, -2.21929], [2.17887, 2.55338, 3.66795], [2.71224, 3.93538, 3.86907], [3.11625, 4.71888, 3.05509], [2.75409, 4.34967, 5.20792], [3.23543, 2.66934, 0.54673], [4.52044, 2.57281, 1.07971], [5.67122, 2.84847, 0.39842], [5.49782, 3.25321, -0.91738], [4.21664, 3.36357, -1.37298], [3.09395, 3.09915, -0.72354], [0.67176, 5.14792, 2.09165], [-0.81831, 5.22907, 1.18304], [0.66394, 5.03246, 0.26855], [-0.69717, 3.12147, 2.22723], [2.39940, -0.29657, 1.44131], [0.90267, -0.23126, 2.39019], [0.66618, -1.35041, 0.12074], [-0.54514, -0.09558, 0.48913], [1.77303, 0.03278, -1.48778], [1.05029, 1.50324, -0.88907], [-0.67133, 1.57161, -2.65449], [2.94799, 1.85483, 4.01263], [1.27103, 2.49332, 4.28075], [4.61124, 2.25309, 2.11600], [6.65346, 2.73316, 0.83876], [6.34993, 3.47032, -1.54813], [4.10169, 3.71447, -2.40245], [-1.44058, 0.58509, 3.54838], [-2.70005, 0.26851, 3.21146], [-3.74460, 0.99361, 3.75056], [-5.04530, 0.66754, 3.39660], [-5.28392, -0.38272, 2.51900], [-4.22064, -1.10360, 1.99026], [-2.91781, -0.77482, 2.33302], [-3.53675, 1.80318, 4.43799], [-5.86821, 1.22441, 3.80237], [-6.30035, -0.63802, 2.24611], [-4.40572, -1.92328, 1.30832], [-2.07478, -1.31699, 1.92498], [-5.92676, 3.28602, 3.91623], [-6.96098, 3.93867, 4.47581], [-8.14249, 4.05503, 3.77067], [-9.20977, 4.72403, 4.35181], [-9.07975, 5.27393, 5.62012], [-7.88218, 5.15048, 6.31168], [-6.81457, 4.47402, 5.74015], [-8.22020, 3.62608, 2.78024], [-10.14380, 4.81682, 3.81371], [-9.91287, 5.79897, 6.06919], [-7.77851, 5.58211, 7.29834], [-5.87565, 4.35998, 6.26575], [2.91788, -2.48374, -0.96906], [2.87520, -2.95202, -2.22599], [2.38371, -4.22300, -2.45386], [2.33680, -4.70453, -3.75427], [2.78886, -3.91759, -4.80425], [3.28367, -2.64421, -4.55646], [3.32343, -2.15341, -3.25994], [2.04327, -4.82295, -1.62007], [1.94721, -5.69570, -3.94857], [2.75469, -4.29722, -5.81652], [3.63929, -2.03132, -5.37413], [3.69726, -1.16005, -3.04780], [1.40636, -6.00701, -7.06504], [2.28373, -7.02382, -7.00756], [2.02130, -8.09482, -6.17578], [2.92643, -9.14444, -6.12109], [4.08332, -9.10703, -6.88731], [4.33355, -8.02058, -7.71382], [3.42717, -6.97264, -7.78030], [1.11776, -8.10165, -5.58005], [2.72875, -9.99220, -5.47871], [4.78989, -9.92533, -6.83925], [5.23699, -7.98796, -8.30814], [3.60119, -6.12070, -8.42444]], "atomic_forces_ev_per_a": [[-1.3, -0.1, -0.1], [0.4, 0.1, 0.5], [0.0, 0.1, -0.1], [0.4, -0.1, -0.4], [-0.5, 0.7, 0.3], [0.8, -0.4, -0.1], [-0.3, 0.6, -0.2], [0.0, -0.3, -0.3], [-0.2, 0.8, -0.3], [0.5, 0.4, -1.0], [-0.4, -0.6, 1.1], [-0.1, -0.2, -0.4], [-0.7, 0.1, 0.3], [0.1, -0.5, 1.4], [0.1, 0.0, -0.6], [1.0, -0.1, 0.6], [-0.4, 0.6, -1.8], [0.1, -0.2, 0.3], [0.3, 0.0, -0.2], [0.1, 0.1, -0.1], [0.4, -0.1, 0.2], [0.0, -0.1, -0.1], [-0.1, -0.1, -0.1], [0.2, -0.1, 0.0], [-0.4, 0.0, -0.1], [0.1, 0.1, 0.1], [-0.1, -0.1, 0.1], [-0.1, -0.1, 0.1], [0.3, -0.1, 0.3], [-0.2, 0.0, 0.2], [0.3, -0.4, 0.3], [0.0, 0.0, 0.0], [0.0, 0.0, 0.1], [-0.1, 0.1, -0.1], [-0.2, -0.1, 0.1], [0.1, 0.0, 0.1], [-0.2, 0.0, -0.1], [0.0, 0.2, 0.2], [0.2, -0.5, -0.2], [0.0, 0.0, 0.0], [-0.1, 0.1, 0.1], [0.2, -0.2, -0.1], [0.0, 0.0, 0.0], [-0.1, -0.1, 0.1], [0.0, 0.0, 0.0], [0.0, 0.0, 0.0], [0.0, 0.1, 0.0], [-0.1, 0.4, 0.1], [-0.2, 0.2, 0.1], [-0.1, -0.1, -0.2], [0.1, 0.0, 0.1], [-0.1, 0.0, 0.0], [-0.1, 0.0, -0.1], [0.2, 0.0, 0.1], [0.0, 0.0, 0.0], [0.0, 0.0, 0.0], [0.0, 0.0, 0.0], [0.0, 0.0, 0.0], [0.0, 0.0, 0.0], [0.0, 0.0, 0.0], [0.0, -0.1, -0.3], [-0.1, -0.1, 0.1], [0.1, 0.1, 0.0], [0.0, 0.0, -0.1], [-0.1, -0.2, 0.1], [0.1, 0.3, 0.0], [0.0, 0.0, 0.0], [0.0, 0.0, 0.0], [0.0, 0.0, 0.0], [0.0, 0.0, 0.0], [0.0, 0.0, 0.1], [-0.1, 0.0, 0.0], [0.2, -0.3, 0.0], [-0.2, 0.0, 0.1], [0.1, 0.1, -0.1], [0.1, -0.1, 0.0], [-0.1, -0.1, 0.1], [0.0, 0.2, -0.1], [0.0, 0.0, 0.0], [0.0, 0.0, 0.0], [0.0, 0.0, 0.0], [0.0, 0.0, 0.0], [0.0, 0.0, 0.0]], "homo_ev": -5.0, "gap_ha": 0.2586, "charge": -1, "e_tot_ev": -75208.8045}

---

{"formula": "C36H37BrGeIIrO", "method": "wB97M-V/def2-TZVPD", "species": ["Ir", "C", "C", "C", "C", "C", "C", "Ge", "C", "C", "C", "C", "C", "C", "C", "C", "C", "C", "C", "C", "H", "H", "H", "H", "H", "H", "H", "H", "H", "H", "H", "H", "H", "H", "H", "Br", "C", "C", "C", "C", "C", "C", "I", "H", "H", "H", "H", "C", "C", "O", "H", "H", "H", "H", "H", "H", "C", "C", "C", "C", "C", "C", "C", "C", "C", "C", "H", "H", "H", "H", "H", "H", "H", "H", "H", "H", "H", "H"], "xyz": [[-0.26581, -0.43860, -0.29029], [5.64101, -1.73029, 1.10458], [5.24389, -0.45532, 0.72919], [3.93715, -0.04289, 0.94892], [3.00016, -0.89175, 1.54249], [3.42443, -2.16328, 1.93189], [4.72898, -2.58240, 1.71097], [1.11519, -0.41021, 1.79954], [0.91156, 1.30374, 2.74557], [-0.29950, 1.57915, 3.39403], [-0.49640, 2.77170, 4.08089], [0.52165, 3.71093, 4.13709], [1.73530, 3.44850, 3.51515], [1.92771, 2.25885, 2.82891], [0.26791, -1.77786, 2.91379], [-0.28324, -2.93668, 2.36736], [-0.84554, -3.91151, 3.18110], [-0.85871, -3.74555, 4.55794], [-0.30465, -2.60352, 5.11926], [0.25113, -1.63029, 4.30250], [6.66025, -2.05353, 0.93714], [5.95417, 0.22010, 0.26859], [3.65403, 0.95917, 0.64625], [2.72592, -2.84316, 2.40690], [5.03575, -3.57397, 2.01825], [-1.08711, 0.83029, 3.40531], [-1.43562, 2.95564, 4.58742], [0.37698, 4.63789, 4.67585], [2.53975, 4.17001, 3.57575], [2.88861, 2.07116, 2.36774], [-0.25868, -3.10549, 1.29435], [-1.26283, -4.80677, 2.73806], [-1.29239, -4.50692, 5.19303], [-0.30375, -2.47385, 6.19381], [0.67688, -0.74345, 4.75820], [1.47123, -2.15314, -1.20325], [2.87772, -1.18812, -2.05153], [3.89775, -1.96925, -2.57337], [4.97219, -1.36163, -3.19698], [5.02870, 0.02109, -3.29802], [4.00906, 0.79693, -2.77370], [2.92852, 0.18804, -2.14638], [1.43113, 1.41545, -1.40112], [3.85093, -3.04658, -2.48562], [5.76550, -1.97251, -3.60447], [5.86758, 0.49900, -3.78469], [4.05282, 1.87474, -2.84972], [-2.74244, 3.20829, 0.76664], [-2.55157, 1.74397, 0.45412], [-1.13740, 1.41731, 0.42914], [-3.80514, 3.44974, 0.73608], [-2.22536, 3.83328, 0.03921], [-2.37220, 3.45138, 1.76305], [-2.91522, 1.49088, -0.54046], [-3.04593, 1.09917, 1.18309], [-0.72739, 1.70188, 1.27138], [-3.43307, -1.82197, 0.32176], [-2.83358, -2.21579, -1.03396], [-3.93363, -2.21160, -2.10733], [-1.72950, -1.24724, -1.37088], [-2.17938, -3.60303, -0.99851], [-2.57384, -4.57406, -0.08453], [-2.01022, -5.84184, -0.11845], [-1.03304, -6.15519, -1.05152], [-0.64249, -5.19903, -1.97666], [-1.22478, -3.93989, -1.95860], [-3.80764, -0.79917, 0.27108], [-2.69260, -1.89141, 1.12091], [-4.28202, -2.46002, 0.56845], [-4.35283, -1.21028, -2.23389], [-4.74253, -2.88270, -1.81810], [-3.54228, -2.54648, -3.06856], [-1.73099, -1.04281, -2.45182], [-3.32054, -4.35241, 0.66535], [-2.33635, -6.58884, 0.59367], [-0.59211, -7.14276, -1.06741], [0.09907, -5.43736, -2.72823], [-0.94983, -3.22736, -2.72831]], "atomic_forces_ev_per_a": [[0.5, -0.4, -0.6], [0.0, 0.0, 0.0], [0.0, 0.0, 0.0], [-0.1, 0.0, 0.0], [0.0, 0.1, 0.2], [-0.1, 0.0, -0.1], [0.0, 0.0, 0.0], [0.1, -0.1, -0.2], [0.0, -0.1, 0.1], [0.0, 0.0, 0.0], [0.0, 0.0, 0.0], [0.0, 0.0, 0.0], [0.0, 0.0, 0.0], [0.0, 0.0, -0.1], [0.1, 0.0, 0.1], [0.1, -0.1, 0.0], [0.0, 0.0, 0.0], [0.0, 0.0, 0.0], [0.0, 0.0, 0.0], [0.0, 0.0, 0.0], [0.0, 0.0, 0.0], [0.0, 0.0, 0.0], [0.0, 0.0, 0.0], [0.0, 0.0, 0.0], [0.0, 0.0, 0.0], [0.0, 0.0, 0.0], [0.0, 0.0, 0.0], [0.0, 0.0, 0.0], [0.0, 0.0, 0.0], [0.0, 0.0, 0.0], [-0.1, 0.0, 0.0], [0.0, 0.0, 0.0], [0.0, 0.0, 0.0], [0.0, 0.0, 0.0], [0.0, 0.0, 0.0], [-0.7, 0.1, 0.3], [0.2, 0.1, 0.0], [-0.1, -0.1, 0.1], [0.0, 0.0, 0.0], [0.0, 0.0, 0.0], [0.0, -0.1, 0.0], [-0.1, 0.0, 0.0], [0.2, 0.5, -0.2], [0.0, 0.0, 0.0], [0.0, 0.0, 0.0], [0.0, 0.0, 0.0], [0.0, 0.0, 0.0], [0.0, 0.0, 0.0], [-0.1, 0.0, 0.0], [-0.1, -0.2, 0.1], [0.0, 0.0, 0.0], [0.0, 0.0, 0.0], [0.0, 0.0, 0.0], [0.0, 0.0, 0.0], [0.0, 0.0, 0.0], [0.0, -0.1, 0.0], [-0.1, -0.1, 0.0], [0.0, 0.1, 0.1], [0.0, 0.1, -0.1], [-0.4, 0.3, 0.1], [0.0, 0.0, -0.1], [0.1, 0.1, 0.1], [0.0, 0.0, 0.0], [0.0, 0.0, 0.0], [0.0, 0.0, 0.0], [-0.1, -0.1, -0.1], [0.0, 0.0, 0.0], [0.0, 0.0, 0.0], [0.0, 0.0, 0.0], [0.0, 0.0, 0.0], [0.0, 0.0, 0.0], [0.0, 0.0, 0.0], [0.2, -0.2, 0.0], [0.0, 0.0, 0.0], [0.0, 0.0, 0.0], [0.0, 0.0, 0.0], [0.0, 0.0, 0.0], [0.0, 0.0, 0.0]], "homo_ev": [-9.8, -10.2], "gap_ha": [0.2327, 0.2403], "relative_energy_kj_mol": 0.0, "multiplicity": 2, "charge": 1, "e_tot_ev": -177469.1205}